Density functional theory data (ωB97M-V/def2-TZVPD) for a cluster of 2 separate species, C30H30N2O6S2 in total in a non-equilibrium geometry.

Cartesian coordinates (Å):
C -5.9811 -2.7979 2.0678
C -4.9358 -1.7181 2.1300
C -3.9151 -1.7826 3.0851
C -2.9534 -0.7713 3.1898
C -1.8838 -0.8491 4.2330
C -3.0277 0.3030 2.3011
N -2.1709 1.4360 2.4694
C -0.8773 1.5611 2.0571
C -0.2346 0.6187 1.1355
C 1.2171 0.5349 1.3129
C 2.1008 0.2292 0.3334
C 3.5184 0.1007 0.6127
C 4.3534 -0.5364 -0.3268
C 5.7228 -0.6593 -0.1413
C 6.3116 -0.1374 1.0181
C 5.5019 0.4588 1.9975
C 4.1220 0.5722 1.8106
O -0.9107 -0.0354 0.3250
N -0.4835 2.8140 2.3406
C 0.8245 3.4071 2.1085
C -1.5231 3.4886 2.9739
C -2.5656 2.6457 3.0471
C -4.0051 0.3775 1.3109
C -4.0097 1.5035 0.3316
C -4.9640 -0.6381 1.2403
H -6.7587 -2.5421 1.3394
H -5.5446 -3.7633 1.7750
H -6.4580 -2.9435 3.0470
H -3.8570 -2.6287 3.7736
H -1.8274 0.0531 4.8539
H -2.1030 -1.6962 4.8919
H -0.8914 -1.0228 3.7953
H 1.5444 0.6802 2.3460
H 1.7470 0.0141 -0.6781
H 3.8920 -0.9641 -1.2064
H 6.3243 -1.1606 -0.9009
H 7.3910 -0.1982 1.1568
H 5.9559 0.8397 2.9140
H 3.5084 1.0428 2.5817
H 0.6899 4.4937 2.0976
H 1.5297 3.1535 2.9144
H 1.2468 3.0892 1.1498
H -1.4264 4.5130 3.2876
H -3.5512 2.7972 3.4405
H -4.8341 1.3512 -0.3715
H -4.1577 2.4808 0.8077
H -3.0773 1.5285 -0.2476
H -5.7359 -0.5754 0.4704
C 3.3699 2.1867 -3.5054
O 2.9470 1.1917 -2.4859
C 2.1325 0.1778 -2.8006
S 2.8310 -1.1988 -3.7120
O 3.3995 -0.6901 -4.9482
O 3.5972 -2.1076 -2.8741
C 1.2535 -1.9728 -4.0317
C 0.1299 -1.1655 -3.9329
C -1.1287 -1.6777 -4.2645
C -1.2259 -3.0193 -4.6503
C -0.0926 -3.8373 -4.6879
C 1.1625 -3.3178 -4.3777
S 0.4739 0.5295 -3.4020
O -0.3972 0.8906 -2.3069
O 0.5822 1.3754 -4.5735
H 4.2467 2.6626 -3.0703
H 3.6252 1.6701 -4.4318
H 2.5523 2.8960 -3.6331
H -2.0009 -1.0254 -4.2304
H -2.1984 -3.4315 -4.9208
H -0.1685 -4.8870 -4.9624
H 2.0709 -3.9169 -4.3992

Output
Largest force on an atom, eV/Å: 3.4
Highest occupied orbital energy, eV: -5.82
Total charge: 0
LUMO energy, eV: -1.3
Frontier orbital gap, eV: 4.52

So, what does the natural (NBO) scheme give us? The charges, in e, come out as: -0.634 0.026 -0.215 0.002 -0.642 0.145 -0.299 0.369 0.452 -0.433 0.037 -0.048 -0.164 -0.206 -0.189 -0.234 -0.212 -0.458 -0.277 -0.418 -0.049 -0.031 0.027 -0.652 -0.213 0.220 0.231 0.224 0.215 0.216 0.230 0.229 0.191 0.266 0.263 0.226 0.213 0.210 0.189 0.224 0.225 0.266 0.246 0.253 0.229 0.210 0.259 0.217 -0.267 -0.570 -0.641 2.123 -0.954 -0.960 -0.323 -0.190 -0.222 -0.207 -0.207 -0.180 2.114 -0.960 -0.955 0.175 0.211 0.183 0.228 0.214 0.215 0.236

***

Density functional theory data (ωB97M-V/def2-TZVPD) for a structure of composition C43H41N10P2RhSSe2 in a non-equilibrium geometry.

Cartesian coordinates (Å):
Rh 0.0693 -1.7929 1.0362
Se 1.2757 3.0600 -3.6747
P -0.4139 1.7627 -3.8651
C -0.3535 0.7530 -5.3810
C -1.3638 -0.1521 -5.7157
C -1.2640 -0.8872 -6.8834
C -0.1740 -0.7236 -7.7287
C 0.8205 0.1847 -7.4104
C 0.7318 0.9188 -6.2371
C -1.8997 2.8065 -4.0146
C -1.9484 3.9641 -3.2381
C -2.9803 4.8725 -3.3982
C -3.9739 4.6315 -4.3351
C -3.9320 3.4790 -5.1064
C -2.8952 2.5720 -4.9597
C -0.4815 0.6411 -2.4701
C -0.0614 0.6511 -1.1357
N -0.2973 -0.5981 -0.6653
N -0.8472 -1.3015 -1.6566
N -0.9357 -0.5970 -2.7471
P 0.5096 1.9215 -0.0040
Se 1.7882 0.2126 1.6114
C 1.9889 2.6607 -0.7378
C 2.5376 3.7881 -0.1263
C 3.7054 4.3467 -0.6217
C 4.3548 3.7612 -1.7025
C 3.8558 2.5984 -2.2646
C 2.6755 2.0420 -1.7828
C -0.8411 3.1593 -0.1447
C -0.6563 4.5365 -0.2737
C -1.7374 5.4011 -0.1697
C -3.0141 4.9088 0.0514
C -3.2095 3.5388 0.1654
C -2.1325 2.6737 0.0827
H -2.2021 -0.3031 -5.0564
H -2.0387 -1.5997 -7.1328
H -0.0990 -1.3116 -8.6341
H 1.6668 0.3252 -8.0692
H 1.5162 1.6156 -5.9750
H -1.1654 4.1598 -2.5186
H -2.9948 5.7715 -2.7979
H -4.7731 5.3473 -4.4759
H -4.7008 3.2894 -5.8435
H -2.8650 1.6963 -5.5916
H 2.0669 4.2018 0.7568
H 4.1145 5.2350 -0.1584
H 5.2674 4.1992 -2.0853
H 4.3812 2.1191 -3.0812
H 2.2952 1.1151 -2.1997
H 0.3264 4.9380 -0.4743
H -1.5723 6.4676 -0.2676
H -3.8537 5.5877 0.1290
H -4.2050 3.1457 0.3288
H -2.2933 1.6071 0.2008
C -0.8934 1.5236 3.8705
C -0.2908 0.1105 3.7951
C -1.3514 -0.8964 4.2696
C 0.0097 -0.1408 2.2958
C 0.9327 0.0064 4.7014
C 1.8067 -1.0697 4.5550
C 2.9515 -1.1911 5.3260
C 3.2411 -0.2403 6.2931
C 2.3595 0.8109 6.4845
C 1.2222 0.9361 5.6959
H -1.7520 1.6054 3.2012
H -0.1476 2.2652 3.5716
H -1.2393 1.7572 4.8784
H -2.1729 -0.9369 3.5500
H -1.7522 -0.5979 5.2416
H -0.9179 -1.8888 4.3669
H -0.6708 0.5026 1.7333
H 1.5610 -1.8400 3.8420
H 3.6181 -2.0295 5.1642
H 4.1360 -0.3222 6.8968
H 2.5583 1.5512 7.2501
H 0.5745 1.7824 5.8775
N 0.4405 -6.6678 -1.3254
N -0.0779 -5.4582 -0.9455
N -1.3623 -5.2000 -1.0136
C -1.4106 -3.9876 -0.4896
N -0.1912 -3.5587 -0.1372
N 0.6532 -4.5158 -0.4306
H -0.1800 -7.1044 -1.9888
H 1.3871 -6.5624 -1.6565
H -2.3176 -3.4231 -0.3855
N 2.0075 -7.4901 4.6305
C 0.7407 -7.0438 4.3126
S -0.5651 -8.0846 4.6310
C 0.6034 -5.7841 3.6882
C -0.6683 -5.1897 3.4339
C -0.7549 -3.9635 2.8525
N 0.3257 -3.2273 2.4579
C 1.5395 -3.8062 2.6379
C 1.7237 -5.0132 3.2454
H 2.0245 -8.3365 5.1720
H 2.6921 -6.8005 4.9012
H -1.5627 -5.7235 3.7190
H -1.7233 -3.5075 2.6815
H 2.3906 -3.2541 2.2546
H 2.7303 -5.3965 3.3436

Output
2S+1: 5
Largest force on an atom, eV/Å: 1.7
Highest occupied orbital energy (spin up / spin down), eV: -4.38 / -6.31
Total charge: 0
LUMO energy (spin up / spin down), eV: -0.3 / -3.4
Frontier orbital gap (spin up / spin down), eV: 4.04 / 2.94

natural (NBO) atomic charge list, values in e, 99 entries: 0.584 -0.006 1.273 -0.415 -0.160 -0.211 -0.173 -0.232 -0.117 -0.313 -0.206 -0.198 -0.178 -0.210 -0.195 -0.338 -0.245 -0.297 -0.091 -0.269 1.027 0.119 -0.336 -0.156 -0.179 -0.218 -0.182 -0.219 -0.372 -0.235 -0.204 -0.217 -0.204 -0.149 0.240 0.225 0.222 0.222 0.218 0.240 0.223 0.221 0.223 0.228 0.223 0.225 0.227 0.229 0.254 0.220 0.217 0.219 0.221 0.218 -0.605 -0.164 -0.593 -0.537 0.101 -0.261 -0.194 -0.226 -0.211 -0.245 0.203 0.208 0.207 0.201 0.206 0.230 0.183 0.240 0.210 0.208 0.206 0.206 -0.599 0.177 -0.271 0.157 -0.307 -0.033 0.390 0.389 0.229 -0.815 0.067 -0.347 -0.152 -0.227 -0.024 -0.546 0.003 -0.271 0.396 0.368 0.247 0.194 0.202

***

Density functional theory data (ωB97M-V/def2-TZVPD) for an isolated molecule of C8H14 in a non-equilibrium geometry.

Cartesian coordinates (Å):
C -1.8714 0.8794 1.5224
C -0.5346 1.4383 0.9435
C -0.3305 1.0195 -0.4837
C 0.8806 0.2186 -0.7387
C 0.9480 -1.0691 -0.5716
C -0.1225 -1.9700 -0.1219
C 0.2008 -3.1148 0.4120
C 1.9671 1.0943 -1.4879
H -2.5787 0.8331 0.6849
H -1.9140 -0.1742 1.9531
H -2.3360 1.4940 2.2587
H -0.7964 2.5403 1.0668
H 0.4049 1.3130 1.5368
H -0.3578 1.8391 -1.1877
H -1.1609 0.4442 -0.9399
H 1.8369 -1.5620 -0.8776
H -1.2033 -1.6640 -0.3916
H 1.2286 -3.4890 0.5592
H -0.6505 -3.8161 0.7892
H 1.6916 2.1373 -1.4966
H 1.8388 0.6273 -2.5895
H 2.8593 0.9807 -0.8397

Output
Largest force on an atom, eV/Å: 4.0
Energy relative to the best compared isomer or geometry (same formula, charge and spin), kcal/mol: 61.96
SMILES: C=C/C=C(/C)CCC
Highest occupied orbital energy, eV: -8.58
Total charge: 0
LUMO energy, eV: 1.1
Frontier orbital gap, eV: 9.64

So, what does the natural (NBO) scheme give us? The charges, in e, come out as: -0.603 -0.406 -0.470 0.086 -0.278 -0.220 -0.385 -0.657 0.200 0.206 0.205 0.205 0.217 0.210 0.208 0.199 0.212 0.201 0.197 0.209 0.233 0.229

***

Density functional theory data (ωB97M-V/def2-TZVPD) for a structure of composition C33H40O5P2Pt.

Cartesian coordinates (Å):
Pt 0.0393 -1.2621 -0.4742
O 1.2555 0.3307 -0.6655
P 1.4303 1.2787 0.5380
C -0.1985 1.5912 1.2935
P -1.5428 1.3869 0.0917
O -1.5876 -0.0937 -0.3337
C -1.2221 2.4723 -1.2820
C -0.9953 1.9477 -2.5507
C -0.7244 2.8056 -3.6066
C -0.6729 4.1753 -3.3902
C -0.8953 4.7000 -2.1215
C -1.1766 3.8516 -1.0656
C -3.0661 1.8639 0.8676
C -3.2945 1.6451 2.2271
C -4.5230 1.9677 2.7778
C -5.5246 2.4978 1.9745
C -5.3044 2.7099 0.6202
C -4.0761 2.3971 0.0627
C 2.4850 0.5980 1.8028
C 2.0078 -0.4028 2.6539
C 2.8570 -0.9899 3.5751
C 4.1852 -0.5843 3.6493
C 4.6663 0.4021 2.8012
C 3.8206 0.9945 1.8751
C 2.0659 2.8291 -0.0469
C 2.2827 3.8746 0.8541
C 2.7367 5.0947 0.3864
C 2.9769 5.2687 -0.9729
C 2.7644 4.2286 -1.8654
C 2.3051 3.0027 -1.4072
H -0.2064 2.6088 1.6926
H -0.3685 0.9000 2.1205
H -1.0357 0.8776 -2.7093
H -0.5607 2.4063 -4.5985
H -0.4658 4.8421 -4.2169
H -0.8600 5.7689 -1.9611
H -1.3710 4.2638 -0.0813
H -2.5226 1.2308 2.8640
H -4.6995 1.8101 3.8329
H -6.4823 2.7514 2.4090
H -6.0877 3.1248 0.0008
H -3.9005 2.5744 -0.9910
H 0.9748 -0.7302 2.5997
H 2.4856 -1.7543 4.2446
H 4.8450 -1.0367 4.3775
H 5.6995 0.7152 2.8626
H 4.1993 1.7651 1.2162
H 2.1107 3.7366 1.9165
H 2.9104 5.9078 1.0778
H 3.3370 6.2227 -1.3344
H 2.9580 4.3700 -2.9202
H 2.1288 2.1877 -2.0962
C 2.3733 -2.5251 -1.9119
O 1.6849 -2.4643 -0.6487
C 1.9789 -3.5154 0.3053
C 1.8925 -4.9046 -0.2728
O 0.5934 -5.1395 -0.7485
C 0.4668 -6.4494 -1.2933
H 3.4101 -2.8044 -1.7312
H 2.3318 -1.5243 -2.3326
H 1.8843 -3.2452 -2.5663
H 1.2564 -3.3779 1.1072
H 2.9829 -3.3345 0.6969
H 2.1566 -5.6016 0.5343
H 2.6341 -5.0477 -1.0686
H 0.6650 -7.2084 -0.5322
H 1.1582 -6.5921 -2.1287
H -0.5541 -6.5564 -1.6504
C -3.4239 -3.3091 -0.9498
C -3.1017 -4.0204 0.3661
C -1.8036 -3.3652 0.8152
O -1.1871 -2.8662 -0.4133
C -2.0540 -3.1384 -1.5633
H -3.8760 -2.3340 -0.7654
H -4.0871 -3.8883 -1.5887
H -2.9547 -5.0877 0.2032
H -3.8849 -3.8955 1.1105
H -1.1045 -4.0714 1.2582
H -1.9614 -2.5099 1.4709
H -1.6776 -4.0493 -2.0290
H -1.9609 -2.2983 -2.2476

Output
Largest force on an atom, eV/Å: 0.2
Energy relative to the best compared isomer or geometry (same formula, charge and spin), kcal/mol: 0.00
Highest occupied orbital energy, eV: -14.42
Total charge: +2
LUMO energy, eV: -5.0
Frontier orbital gap, eV: 9.42

So, what does the Löwdin scheme give us? The charges, in e, come out as: 1.221 -0.468 0.810 -0.277 0.807 -0.456 -0.318 -0.067 -0.050 -0.047 -0.051 -0.073 -0.286 -0.067 -0.052 -0.039 -0.044 -0.059 -0.282 -0.092 -0.058 -0.041 -0.043 -0.054 -0.312 -0.079 -0.048 -0.041 -0.051 -0.063 0.093 0.063 0.104 0.117 0.120 0.120 0.122 0.104 0.118 0.121 0.120 0.116 0.094 0.116 0.120 0.120 0.114 0.120 0.118 0.119 0.119 0.110 -0.025 -0.386 -0.132 -0.215 -0.201 -0.065 0.113 0.090 0.107 0.118 0.144 0.147 0.132 0.099 0.099 0.091 -0.131 -0.126 -0.137 -0.370 -0.136 0.123 0.131 0.125 0.127 0.120 0.120 0.128 0.120